Molecular formula: C5H19N2O4
Method: DFT, ωB97M-V with the def2-TZVPD basis set

Cartesian coordinates (Å):
O (0.06, 1.96, 2.72)
O (-0.92, -1.85, 1.90)
O (-2.11, 2.38, -2.26)
O (-3.24, -0.34, 0.48)
N (1.32, -1.05, 0.20)
N (-0.90, 0.91, -0.14)
C (2.68, -0.68, 0.66)
C (-1.05, 1.87, -2.45)
C (0.84, 0.34, -1.75)
C (1.25, -1.08, -1.27)
C (-0.63, 0.69, -1.61)
H (3.13, -0.02, -0.05)
H (-1.54, -2.45, 2.32)
H (2.68, -0.31, 1.68)
H (0.59, -1.84, -1.67)
H (-1.06, 1.88, 0.11)
H (-0.37, 2.17, -3.26)
H (3.25, -1.61, 0.77)
H (-3.21, -0.85, 1.30)
H (-1.72, 0.31, 0.11)
H (1.52, 0.96, -1.16)
H (-3.74, -0.95, -0.09)
H (-1.26, -0.13, -1.94)
H (-0.14, -1.94, 2.45)
H (1.07, -1.96, 0.53)
H (-0.39, 2.55, 3.33)
H (-0.13, 0.45, 0.38)
H (0.54, 1.25, 3.13)
H (2.25, -1.19, -1.69)
H (1.23, 0.52, -2.75)

Calculated values
* LUMO level: -2.89 eV
* molar mass: 171.2 Da
* net charge: +1
* relative energy (zero: lowest compared OMol25 entry of this formula, charge and spin): 1.8034 eV
* Kohn-Sham gap: 9.9 eV
* HOMO level: -12.79 eV

These are the natural (NBO) partial charges, in e, on atoms 1 to 2: -0.978 -0.953